A structure of composition C48H35EuN8SSb in a non-equilibrium geometry. Source: the OMol25 dataset; level of theory: the ωB97M-V functional and the def2-TZVPD basis.

The geometry in XYZ format:
```
94
Properties=species:S:1:pos:R:3:forces:R:3:mulliken_charge:R:1
Eu 3.20031 1.07279 0.38348 -0.3 -0.8 1.6 0.69
C -0.72672 1.24430 3.14857 0.1 0.8 0.3 -0.78
C 0.52180 1.53098 2.60073 -1.3 -0.5 0.5 0.02
N 1.07778 0.63132 1.80676 1.1 -0.9 -1.9 -0.14
C 0.40918 -0.54181 1.43426 -1.0 2.6 1.7 0.30
C -0.91826 -0.65037 1.88098 0.0 -1.3 0.8 -0.37
N -1.43210 0.16874 2.75321 -0.4 0.7 0.4 -0.56
C 1.05667 -1.46944 0.63774 0.1 -1.7 -1.5 -0.33
C 0.48927 -2.68012 0.21380 0.5 1.7 0.2 -0.47
C 1.17564 -3.54481 -0.60265 -1.0 0.2 0.3 0.95
C 2.42172 -3.18331 -1.10892 0.7 1.8 0.8 -0.74
C 3.00185 -1.98324 -0.65185 -2.7 -1.1 -0.4 0.69
N 2.26404 -1.12812 0.17355 3.3 0.5 -0.9 -0.17
C 4.24394 -1.53937 -1.21367 0.7 2.1 -0.6 0.05
C 5.05818 -2.30945 -2.05495 -0.6 -1.7 0.5 -0.23
N 6.25076 -1.93798 -2.39555 1.1 -0.1 -0.9 -0.55
C 6.70927 -0.74279 -2.06372 -0.6 0.2 0.8 -0.56
C 5.87417 0.13247 -1.38369 -0.5 0.5 -0.6 -0.13
N 4.62999 -0.21168 -1.02025 0.1 -2.5 0.0 0.09
C 0.55398 -4.84093 -0.80117 0.6 -1.1 -1.9 0.44
C -0.20764 -5.39402 0.21288 -0.7 -1.1 -0.6 -0.47
C -0.51814 -6.73833 0.15456 -0.3 -0.4 -0.7 -0.43
N -0.15574 -7.53577 -0.88321 -0.4 -0.9 1.4 -0.59
C 0.50756 -7.04066 -1.89355 0.7 1.8 -0.1 -0.27
C 0.82799 -5.64419 -1.91420 0.1 -1.9 0.6 -0.62
H -1.17348 1.87320 3.93355 0.2 -0.3 -0.6 0.37
H 1.03485 2.48235 2.79781 0.0 -0.6 0.0 0.44
H -1.54019 -1.55407 1.74353 0.4 0.5 -0.5 0.63
H -0.54427 -2.80342 0.41981 -0.6 -0.6 0.4 0.61
H 2.85905 -3.73783 -1.90983 0.4 -0.5 0.0 0.19
H 4.82911 -3.35087 -2.38465 -0.3 1.0 0.5 0.35
H 7.73468 -0.55434 -2.30171 0.3 0.4 -0.1 0.42
H 6.08098 1.18496 -1.22021 0.5 -0.2 0.1 0.40
H -0.69823 -4.77477 0.92030 0.2 0.3 1.1 0.41
H -1.08894 -7.19950 0.98170 0.3 0.1 -0.7 0.34
H 0.93728 -7.71125 -2.69234 -0.9 0.7 0.9 0.31
H 1.38707 -5.37947 -2.78038 0.5 0.9 -0.3 0.42
C 4.71506 5.21778 -0.09220 0.4 -1.1 -0.1 -0.99
C 4.99878 5.54518 1.23615 0.2 0.2 1.1 -0.33
C 5.31508 4.54127 2.17260 -0.9 0.1 -2.0 -1.13
C 5.14977 3.20009 1.75137 0.1 1.0 -0.1 0.94
N 4.89421 2.84159 0.46181 -0.1 2.1 -0.1 -0.04
C 4.73148 3.85812 -0.42476 0.4 0.5 0.2 0.00
C 5.21825 2.12787 2.69652 -0.2 -2.5 2.0 0.31
C 5.61680 2.26569 4.04463 -0.1 -0.7 -1.4 -0.55
C 5.73570 1.11088 4.82869 0.7 2.0 0.6 -0.93
C 5.57174 -0.12087 4.27385 0.4 -3.1 0.9 -0.39
C 5.15398 -0.27253 2.96574 0.3 -1.2 0.7 -0.48
C 4.85876 0.81930 2.23754 -0.8 2.1 -2.7 0.50
H 4.57470 5.95984 -0.87654 -0.1 -0.2 0.3 0.41
H 4.94535 6.59536 1.57779 0.2 -0.7 -0.3 0.40
H 5.58153 4.74744 3.19808 -0.1 0.2 -0.1 0.34
H 4.69247 3.55845 -1.46890 -0.3 0.0 0.0 0.49
H 5.91536 3.23462 4.38451 0.1 0.2 0.7 0.37
H 6.12140 1.27691 5.83146 -0.2 -0.4 0.0 0.37
H 5.77459 -1.09981 4.82929 -0.2 1.7 -0.4 0.27
H 5.13913 -1.27872 2.51419 -0.4 0.4 0.4 0.36
C -7.03007 -2.07251 1.91253 -1.3 -1.1 1.0 -0.24
C -6.37649 -2.62745 0.83199 0.4 -0.1 -0.9 -0.82
C -5.52532 -1.80353 0.08920 0.2 0.7 1.1 -0.60
C -5.23362 -0.49768 0.55614 -0.4 -1.1 0.0 0.41
C -5.95714 0.02339 1.64071 0.4 1.2 -0.7 -0.25
C -6.90955 -0.74374 2.28199 1.1 -0.5 -0.7 -0.73
Sb -3.48956 0.25658 -0.50217 -2.1 1.8 -1.2 1.88
C -4.22561 -0.13353 -2.48362 1.8 -0.4 0.2 0.14
C -5.55701 -0.04402 -2.86836 -1.1 1.1 1.3 0.06
C -5.80511 0.07017 -4.23025 -1.1 -2.1 -0.8 -0.64
C -4.81337 -0.21807 -5.21082 0.2 0.8 -0.2 -0.44
C -3.49492 -0.33692 -4.81773 0.7 0.7 1.5 -0.45
C -3.19919 -0.23424 -3.41494 0.2 -0.8 -1.7 -0.56
C -4.09564 2.33473 -0.70833 0.6 0.9 0.4 0.54
C -3.95763 3.01468 0.48544 0.2 1.3 1.6 -0.41
C -4.32945 4.37752 0.61911 -0.1 0.2 0.4 -0.77
C -4.65894 5.13570 -0.50112 -0.2 -0.5 1.5 -0.35
C -4.70214 4.51204 -1.70285 0.7 -1.0 -1.7 -0.67
C -4.46422 3.15431 -1.80473 0.5 -1.6 -0.2 -0.25
H -7.72365 -2.69136 2.51300 0.5 0.3 -0.5 0.35
H -6.46630 -3.69075 0.54063 -0.3 0.8 0.3 0.36
H -5.08733 -2.11662 -0.83690 0.3 -0.6 -0.2 0.46
H -5.88353 1.09558 1.87274 0.3 -0.6 0.2 0.39
H -7.41957 -0.37299 3.13506 -0.6 0.4 0.4 0.43
H -6.40155 0.08071 -2.06419 1.7 -0.3 -1.8 0.22
H -6.87244 0.00715 -4.50781 0.7 0.6 -0.1 0.35
H -4.95280 -0.25368 -6.31227 -0.7 0.1 1.0 0.35
H -2.66201 -0.36062 -5.55122 -0.8 -0.3 0.6 0.35
H -2.14052 -0.34746 -3.13095 -0.6 0.3 0.1 0.26
H -3.45765 2.55916 1.36254 -0.7 0.1 -0.4 0.31
H -4.38076 4.90276 1.59315 0.4 -0.7 -0.5 0.35
H -4.91234 6.16728 -0.43289 0.0 0.7 0.2 0.43
H -4.72241 5.05079 -2.64329 -0.6 0.1 0.1 0.36
H -4.45805 2.71136 -2.78573 -0.1 -0.1 -0.3 0.31
S 1.51265 2.23692 -1.54329 0.0 0.7 -0.8 -0.36
C 0.03106 1.55211 -1.38798 -4.3 -2.5 2.4 0.38
N -1.01539 1.03461 -1.05534 3.8 1.9 -1.8 -0.79
```
Positions in Å, forces in eV/Å.

Values from the calculation:
**Expectation value of S²**: 12.1052
**Net charge**: +1
**Spin multiplicity**: 7
**M**: 1029.655 Da
**Frontier orbital gap (alpha / beta)**: 4.51 / 4.24 eV

***

A structure of composition C48H35F2LaN7O6 in a non-equilibrium geometry. Source: the OMol25 dataset; level of theory: the ωB97M-V functional and the def2-TZVPD basis.

The geometry in XYZ format:
```
99
Properties=species:S:1:pos:R:3:forces:R:3:mulliken_charge:R:1
La 10.77876 15.09934 10.04926 0.3 0.5 2.0 0.88
C 10.14372 11.92638 11.46030 0.0 -0.6 0.0 -1.28
O 10.00270 13.30499 11.73727 -0.2 0.0 0.2 0.63
C 9.03973 13.64966 12.65391 -1.1 0.4 0.5 0.09
C 8.12213 12.75990 13.21387 1.3 -0.8 -0.7 -0.89
C 7.04622 13.24199 13.92538 -0.3 -1.5 0.3 -0.93
C 6.92966 14.56802 14.20329 -1.3 1.0 0.9 -0.61
C 7.83902 15.48237 13.72389 -0.1 -0.4 0.7 -0.64
C 8.92297 15.01496 12.95653 -1.7 0.5 0.3 0.43
N 9.83175 15.87753 12.43262 1.6 2.5 -0.5 1.81
N 9.77855 17.08401 13.02328 -0.4 -1.9 0.1 -1.02
C 10.82101 17.87381 13.10812 0.6 0.0 -1.0 0.30
C 12.11298 17.46580 12.47546 -1.2 0.0 -0.8 -0.40
O 12.16258 16.68444 11.47386 0.2 1.0 1.5 0.22
C 13.27955 18.02886 13.08786 1.3 0.8 1.4 -0.91
C 13.18963 19.03523 14.03282 0.4 -1.6 -1.5 -0.86
C 11.93643 19.61235 14.40462 -0.2 1.2 0.8 0.76
C 11.95887 20.78211 15.21119 -1.6 -0.8 -0.5 -0.99
C 10.76606 21.28442 15.70413 0.9 -0.5 -0.7 -0.63
C 9.56322 20.65972 15.38022 -0.7 0.3 0.7 -0.51
C 9.50056 19.63050 14.47810 0.2 -0.6 -0.3 -0.48
C 10.70819 19.06545 13.99015 0.4 -0.7 -0.6 0.63
H 10.36328 11.38625 12.38410 0.1 0.0 -0.1 0.51
H 10.98407 11.85181 10.77455 -0.1 -0.2 0.0 0.21
H 9.22207 11.51094 11.00250 0.5 0.2 0.1 0.40
H 8.35488 11.68403 13.14064 -0.6 0.6 -0.1 0.43
H 6.29972 12.54407 14.29566 0.2 0.0 0.1 0.39
H 6.09682 14.87687 14.87387 0.6 0.0 -0.7 0.32
H 7.71542 16.52485 14.03639 0.4 -0.5 -0.5 0.33
H 14.27287 17.61086 12.85976 -0.6 0.2 -0.1 0.43
H 14.11016 19.39095 14.51748 -0.5 0.0 -0.3 0.32
H 12.89576 21.25613 15.36345 0.7 0.4 0.4 0.46
H 10.75172 22.18612 16.26027 0.0 0.6 0.7 0.41
H 8.66406 20.97930 15.93477 0.3 0.0 -0.7 0.34
H 8.51857 19.27302 14.15804 0.5 -0.2 0.1 0.38
C 8.55204 19.43817 9.56520 0.0 1.1 -0.4 -0.85
C 8.85010 18.15237 9.94291 0.9 -1.4 -0.7 -0.52
N 9.90254 17.46051 9.42275 -1.2 0.7 0.6 0.04
C 10.71004 18.07125 8.53572 0.9 1.5 -0.4 -0.07
C 10.46452 19.44645 8.14232 1.0 -0.8 -0.5 0.99
C 9.36343 20.10559 8.67426 -0.4 1.0 -0.4 -0.60
C 11.37054 20.10346 7.25668 0.4 0.8 -0.3 -0.99
C 12.62382 19.57539 6.98776 -1.4 -0.2 0.6 -0.61
C 12.96968 18.30454 7.50866 -1.1 -0.1 0.3 -0.71
C 11.99069 17.45298 8.09845 0.6 0.9 -0.4 0.75
N 12.18761 16.15662 8.39889 0.0 -0.8 0.6 0.58
C 13.22587 15.33891 7.97420 0.5 -0.3 -1.6 -0.22
C 13.70419 15.38511 6.63666 -0.9 1.1 0.7 -0.20
C 14.81705 14.66113 6.22399 0.4 -1.4 0.9 -0.85
C 15.38716 13.70776 7.07252 -0.2 0.6 0.0 -0.74
C 14.92908 13.54683 8.39944 -1.0 0.7 0.3 0.28
C 15.53523 12.72508 9.39646 -0.7 0.6 0.2 -0.87
C 14.96718 12.58023 10.63676 0.0 -0.5 -0.2 -1.28
C 13.78560 13.27954 10.96581 -1.0 0.7 -2.3 -0.47
N 13.18702 14.09021 10.06863 1.6 -0.4 0.1 0.78
C 13.77817 14.29103 8.82306 -0.2 0.5 0.5 0.37
H 7.68440 19.93146 9.96457 -0.2 0.0 0.2 0.45
H 8.16176 17.66976 10.64047 0.6 -0.3 -0.1 0.43
H 9.18856 21.18042 8.35626 0.1 -1.5 0.5 0.27
H 11.09077 21.10921 6.87158 0.2 -0.8 0.3 0.26
H 13.28238 20.14100 6.33847 0.3 -0.1 0.3 0.38
H 13.99974 17.98314 7.49600 0.0 -0.3 -0.4 0.51
H 13.14857 16.06022 5.93540 0.9 -0.6 0.7 0.45
H 15.25494 14.80025 5.24841 -0.2 -0.1 -0.3 0.39
H 16.15123 13.02118 6.75241 0.5 0.2 -0.3 0.42
H 16.50203 12.29743 9.22875 0.2 -0.5 -0.4 0.44
H 15.36385 11.81816 11.30444 0.1 0.6 0.3 0.48
H 13.21081 13.15988 11.86122 0.1 -0.2 0.9 0.90
F 8.84242 8.61217 9.34850 -0.8 0.4 -0.7 -0.33
C 9.00095 9.26675 8.18027 0.4 0.0 -0.7 0.27
C 8.45922 10.46911 7.85509 0.2 0.1 2.0 -0.09
N 9.00908 11.31290 6.92683 -0.1 1.1 -1.2 0.15
C 8.69729 12.81961 6.96385 0.1 -2.2 0.3 -1.36
C 9.45012 13.52165 8.06308 2.4 1.2 -0.1 1.45
O 9.05710 14.70931 8.27340 -0.5 -0.9 0.2 -0.77
O 10.55654 13.07694 8.55208 -2.2 -0.3 -0.6 -0.92
C 10.04914 10.84480 6.12851 0.2 1.4 -1.0 0.46
O 10.71247 11.56282 5.38056 -0.9 -1.0 1.0 -0.64
N 10.21069 9.46458 6.15281 0.7 -0.5 0.3 -0.08
C 9.86134 8.57510 7.19253 -0.1 -0.7 0.4 0.31
O 10.17739 7.38600 7.24129 -0.2 2.1 -0.4 -0.61
H 7.69380 10.96882 8.45777 0.3 -0.5 0.1 0.42
H 7.62258 12.99893 7.10963 0.3 -0.4 -0.1 0.31
H 9.00932 13.27304 6.02264 0.1 -0.3 0.1 0.34
H 10.96456 9.17188 5.53297 -0.3 -0.1 0.2 0.28
F 16.57604 10.44993 15.50177 0.5 0.4 0.3 -0.37
C 15.58524 11.41688 15.45364 -0.4 0.1 -0.2 0.36
C 15.73506 12.58349 14.69793 0.7 -0.3 -0.1 -0.59
C 14.62720 13.32753 14.34319 -0.3 0.1 0.8 -0.50
C 13.29204 12.99262 14.79339 1.5 -2.0 -0.3 1.13
C 12.22490 13.69249 14.35902 -2.0 0.1 -0.3 -1.46
C 13.20283 11.74281 15.54699 0.3 0.5 0.4 -0.86
C 14.33472 11.04398 15.94052 -0.3 0.5 -0.6 -0.30
H 16.73618 12.92164 14.36865 -0.6 -0.5 0.1 0.31
H 14.71470 14.21036 13.71154 0.2 0.0 0.2 0.43
H 12.29991 14.70968 14.07329 0.1 0.8 -0.6 0.21
H 11.23198 13.25378 14.38598 -0.1 0.2 0.4 0.04
H 12.23898 11.39675 15.93659 0.2 0.4 -0.1 0.29
H 14.24272 10.24691 16.66755 0.1 -0.4 -0.3 0.37
```
Positions in Å, forces in eV/Å.

Values from the calculation:
**Net charge**: -1
**Spin multiplicity**: 1
**M**: 982.753 Da
**Frontier orbital gap**: 3.24 eV
**Energy relative to the best compared isomer or geometry (same formula, charge and spin)**: 176.08 kJ/mol